No. 1
DFT (wB97M-V/def2-TZVPD) results for a molecular structure, C37H29AsClFeO2PS2.

CARTESIAN COORDINATES (ANGSTROEM)
As: 1.1838 0.6955 -1.1356
Fe: 0.7813 -1.5622 -0.2941
Cl: 7.2562 -2.1783 3.1215
S: -1.3594 -2.2024 -0.5285
S: -3.9011 -1.0019 -2.3973
P: -3.3221 -1.6369 -0.6445
O: 2.6675 -2.2865 -0.5148
O: 1.1879 -1.5276 1.7299
C: 6.0670 -2.2500 0.6727
C: 3.6563 -2.2217 0.3038
C: -2.7199 -0.0888 1.6542
C: -3.9834 -3.5839 1.2389
C: -4.2299 1.5444 2.5663
C: -4.7333 -4.6390 1.7296
C: 1.4083 2.9815 3.0047
C: -0.1524 1.6263 -2.1982
C: -2.1818 2.8012 -3.6959
C: -3.0101 0.8865 2.5986
C: 2.2150 -1.8899 2.3140
C: -1.4714 1.5894 -1.7553
C: 5.1385 2.4875 -3.0153
C: 0.3678 3.2899 2.1426
C: 4.1844 3.3340 -2.4623
C: 0.1366 2.2181 -3.4232
C: -5.7542 -5.1833 0.9603
C: 2.3749 2.0603 2.6207
C: 3.4948 -2.1133 1.7238
C: 4.9366 1.1167 -3.0072
C: 4.9931 -2.2812 -0.1744
C: -2.4821 2.1823 -2.4915
C: 3.7771 0.5895 -2.4542
C: -5.2616 -3.6290 -0.8053
C: -6.0116 -4.6858 -0.3080
C: -4.8722 0.2656 0.6341
C: 2.2857 1.4430 1.3859
C: 2.8192 1.4329 -1.9046
C: 3.0308 2.8088 -1.9065
C: 0.2787 2.6698 0.9027
C: -0.8758 2.8073 -4.1651
C: -4.2550 -3.0751 -0.0284
C: -5.1660 1.2246 1.5903
C: 1.2327 1.7364 0.5204
C: -3.6470 -0.3949 0.6650
C: 5.8793 -2.1954 2.0635
C: 4.6162 -2.1456 2.5772
H: 4.4596 -2.0925 3.6484
H: -5.4518 -3.2243 -1.7917
H: 1.4696 3.4612 3.9730
H: -5.5782 0.0452 -0.1571
H: 3.1949 1.8238 3.2875
H: -4.4531 2.3082 3.3005
H: 2.1645 -2.0117 3.4061
H: 5.6824 0.4581 -3.4335
H: 7.0755 -2.2740 0.2812
H: 3.6119 -0.4825 -2.4432
H: 5.1399 -2.3473 -1.2448
H: -0.5333 2.9184 0.2305
H: -2.2786 1.1312 3.3591
H: -4.5193 -5.0441 2.7104
H: -1.7659 -0.6045 1.6710
H: 2.2859 3.4656 -1.4716
H: -0.6457 3.2639 -5.1191
H: -2.9667 3.2592 -4.2838
H: 4.3422 4.4046 -2.4654
H: -6.7938 -5.1222 -0.9157
H: -6.3521 -5.9953 1.3546
H: -1.7080 1.0725 -0.8358
H: -0.3814 4.0161 2.4319
H: -6.1247 1.7268 1.5733
H: 6.0388 2.9005 -3.4514
H: 3.0458 0.7288 1.0814
H: -3.1849 -3.1537 1.8321
H: -3.5028 2.1419 -2.1338
H: 1.1502 2.2076 -3.8045

Force components x, y, z for each atom (eV/Å):
As 0.185 1.749 -0.312
Fe 0.945 -0.742 0.329
Cl 0.066 -0.011 -0.002
S -0.110 -0.783 -0.021
S -0.066 -0.194 0.170
P -0.277 0.555 -0.125
O -0.866 0.351 -0.289
O -0.217 -0.188 -0.019
C -0.034 -0.022 0.086
C 0.202 0.012 0.530
C 0.016 -0.024 -0.069
C -0.034 -0.030 -0.023
C -0.011 -0.015 0.024
C 0.047 0.006 0.058
C -0.034 0.026 0.006
C -0.197 -0.276 0.019
C 0.011 -0.015 0.018
C 0.035 0.033 0.067
C 0.095 0.093 0.139
C 0.149 -0.066 0.074
C -0.015 -0.008 0.009
C 0.008 0.032 0.045
C 0.028 0.001 -0.018
C 0.219 -0.044 0.026
C -0.038 -0.011 -0.043
C 0.026 0.016 0.042
C 0.056 -0.026 -0.499
C 0.075 0.033 -0.038
C -0.065 -0.027 -0.155
C -0.052 0.170 -0.049
C -0.157 -0.135 0.062
C 0.004 0.014 -0.021
C -0.014 -0.043 0.030
C -0.035 0.076 0.010
C -0.012 -0.048 -0.126
C 0.050 -0.403 -0.049
C -0.141 0.004 0.107
C -0.042 -0.082 -0.196
C -0.013 0.005 -0.011
C 0.193 0.039 -0.106
C 0.006 -0.014 0.007
C -0.045 -0.052 0.107
C 0.274 -0.075 -0.161
C -0.103 -0.008 0.059
C -0.037 0.035 0.060
H 0.042 0.004 -0.001
H 0.013 0.010 0.010
H 0.011 0.001 -0.003
H -0.010 -0.030 0.017
H 0.012 0.001 -0.021
H -0.007 -0.014 0.009
H -0.043 0.101 0.010
H -0.016 -0.018 0.004
H -0.006 -0.021 -0.020
H 0.033 0.003 -0.009
H -0.012 -0.005 0.007
H -0.020 0.014 0.057
H 0.001 0.006 -0.018
H -0.022 0.030 0.012
H -0.017 0.030 0.033
H 0.032 0.028 -0.006
H 0.019 0.001 0.003
H -0.013 -0.003 0.017
H -0.008 0.001 0.006
H -0.020 0.015 0.018
H 0.031 -0.028 -0.018
H -0.129 -0.026 0.111
H 0.004 -0.009 -0.003
H 0.015 0.025 -0.030
H 0.005 -0.005 0.009
H 0.019 -0.010 0.063
H -0.006 -0.025 0.014
H 0.040 -0.047 -0.006
H -0.022 0.061 -0.016

Computed properties:
- Kohn-Sham gap (spin up / spin down): 7.5 / 7.5 eV
- <S²>: 6.02
- 2S+1: 5
- LUMO energy (spin up / spin down): -0.5 / -0.5 eV

=====

No. 2
DFT (wB97M-V/def2-TZVPD) results for 12 unconnected molecules or ions with the total composition C32H86N2O34S10.

CARTESIAN COORDINATES (ANGSTROEM)
S: 15.3370 -1.4006 24.5467
S: 14.9478 8.8810 24.6531
S: 19.7560 7.4329 18.8627
S: 24.4045 0.8155 24.3652
S: 23.6703 4.1915 20.0555
S: 20.3168 8.6276 23.2963
S: 20.1408 9.0251 29.6274
S: 12.6432 4.3499 22.6924
S: 22.8953 6.2834 26.9113
S: 16.1504 3.8598 27.3282
O: 20.0396 9.8842 22.2386
O: 19.4712 8.9155 24.4736
O: 14.0580 9.7376 23.9129
O: 21.5261 6.6699 26.9343
O: 19.6961 7.6750 17.4200
O: 23.6429 0.8197 25.8132
O: 14.4503 7.7931 25.4919
O: 20.3115 7.3969 22.5584
O: 11.3987 4.5706 21.9716
O: 12.6354 3.9773 24.0903
O: 13.5363 3.2141 21.8960
O: 24.7197 5.0473 20.6766
O: 19.0014 8.9621 30.5632
O: 14.9894 2.7722 27.8749
O: 23.0121 4.5444 18.8125
O: 18.6223 2.8636 29.9905
O: 19.4993 5.7797 18.9132
O: 19.4031 3.8890 23.8406
O: 22.5169 3.7631 21.1628
O: 20.6080 10.5976 29.4676
O: 17.4039 4.8011 23.8281
O: 16.4113 4.9006 28.2989
O: 14.9049 -0.6793 23.3654
O: 23.4379 0.7341 23.2940
O: 21.3537 8.2741 29.8511
O: 15.0027 -1.0354 25.9404
O: 22.9388 4.6627 27.1883
O: 20.6746 2.5169 29.5301
O: 18.9163 8.1450 19.8669
O: 23.7977 6.5814 25.8341
O: 16.9822 -1.6308 24.4598
O: 25.4188 1.8278 24.3340
O: 17.2396 3.1288 26.6407
O: 16.1522 8.3439 23.6498
N: 18.5891 4.7605 24.1542
N: 19.6284 3.1326 29.4299
C: 14.7708 2.7683 22.4544
C: 19.5274 3.6824 19.9598
C: 19.2012 12.1257 21.7267
C: 21.3477 1.6756 25.8512
C: 14.5167 3.1254 29.1762
C: 22.2481 0.4493 25.9002
C: 22.0816 9.0371 23.7621
C: 23.5992 6.8637 28.5354
C: 19.2985 5.1392 20.0892
C: 17.8088 -0.6561 24.9291
C: 16.6581 9.1667 22.5624
C: 24.1757 4.0028 27.2024
C: 13.8022 5.7994 22.4640
C: 21.5404 7.4919 19.3546
C: 19.5003 8.7148 27.8328
C: 22.9594 3.7410 22.5466
C: 20.0385 12.7967 30.4348
C: 24.3487 2.4880 19.6509
C: 25.2108 -0.8559 24.3739
C: 19.6851 4.3412 28.5696
C: 14.8779 -3.2106 24.1767
C: 24.0611 2.9399 28.2834
C: 15.9958 10.0462 25.7420
C: 15.8080 2.6389 21.3562
C: 17.5191 0.7349 24.3848
C: 15.1552 4.6383 26.0287
C: 20.1226 11.2797 22.6451
C: 22.6538 5.0460 23.2126
C: 19.0012 5.9064 24.9822
C: 19.6872 11.6662 29.3958
C: 15.6925 9.4340 21.4069
C: 13.3240 2.2196 29.5989
H: 17.7398 -0.6491 26.0169
H: 23.5001 7.9449 28.6312
H: 16.5152 1.1221 24.5592
H: 13.7224 1.2240 29.7942
H: 23.2762 5.7932 22.7203
H: 25.7579 -1.0257 25.3013
H: 12.5784 2.2113 28.8039
H: 20.4701 1.6843 26.4976
H: 14.9251 3.8920 25.2683
H: 23.9844 3.3738 22.5979
H: 15.3802 -3.9127 24.8422
H: 13.8485 -3.4231 24.4652
H: 14.2731 4.9259 26.6007
H: 18.2750 1.4735 24.6516
H: 20.3865 8.8546 27.2137
H: 16.8265 9.4475 26.1157
H: 25.9050 -0.8679 23.5336
H: 20.2336 5.1177 29.1028
H: 20.5530 3.4844 19.6484
H: 23.0406 6.5291 29.4095
H: 15.2652 10.3140 26.5053
H: 18.7942 9.5414 27.7547
H: 24.4416 3.4688 26.2901
H: 18.3013 5.4333 20.4165
H: 24.3978 -1.5549 24.1774
H: 20.8682 1.7115 24.8730
H: 15.0725 8.6284 21.0136
H: 20.0955 12.3737 31.4378
H: 21.1632 11.6034 22.6672
H: 14.6110 1.8520 23.0226
H: 16.2806 3.6011 21.1588
H: 19.0686 7.7177 27.7457
H: 15.3418 2.9674 29.8708
H: 16.5004 1.8118 21.5130
H: 18.6894 4.7153 28.3314
H: 24.9506 2.6080 18.7501
H: 15.0121 3.4299 23.2864
H: 13.3472 6.6078 23.0364
H: 19.5921 12.1622 20.7099
H: 21.7285 7.2339 20.3967
H: 22.0293 9.9984 24.2731
H: 21.0241 13.1847 30.1777
H: 20.1063 5.4652 20.7444
H: 21.9219 2.5925 25.9843
H: 19.0358 5.5652 26.0168
H: 16.3306 10.9330 25.2037
H: 23.0853 4.8790 24.1996
H: 19.6870 11.2703 23.6441
H: 15.7367 5.4408 25.5748
H: 18.6789 11.2562 29.4539
H: 19.2733 13.5594 30.5792
H: 18.8561 3.1020 19.3269
H: 20.0427 6.1316 24.7531
H: 23.9217 3.3820 29.2699
H: 22.0157 6.7649 18.6961
H: 24.9189 2.0483 20.4692
H: 17.1766 10.0527 22.9289
H: 18.4113 6.8170 24.8771
H: 12.8790 2.6627 30.4898
H: 19.8658 12.1438 28.4324
H: 22.3072 3.0225 23.0430
H: 25.0316 2.4805 28.4708
H: 23.4769 1.8826 19.4029
H: 22.0398 -0.3761 25.2195
H: 17.5808 8.7648 22.1438
H: 15.0698 10.2807 21.6957
H: 21.5936 5.2990 23.2103
H: 17.6325 0.6517 23.3039
H: 23.5374 2.0281 27.9961
H: 20.0321 3.9358 27.6192
H: 14.1811 4.1601 29.2467
H: 22.6802 9.1935 22.8646
H: 24.6612 6.6202 28.5678
H: 14.7789 5.6064 22.9076
H: 16.2331 9.7059 20.5003
H: 22.1438 0.1250 26.9356
H: 15.2494 2.2500 20.5049
H: 22.5143 8.2697 24.4039
H: 25.0681 4.5864 27.4284
H: 14.9680 -3.4026 23.1075
H: 22.0150 8.4681 19.2551
H: 19.3090 13.1732 22.0081
H: 13.9074 6.1389 21.4336
H: 19.4356 3.2672 20.9635
H: 18.8457 -0.9254 24.7279
H: 18.1415 11.8811 21.6538

Force components x, y, z for each atom (eV/Å):
S 0.456 -2.786 1.478
S 2.174 2.061 0.920
S 0.072 -0.123 -0.053
S 0.193 -2.199 -0.232
S 1.838 -1.325 0.379
S 1.426 3.450 0.933
S -1.919 0.424 -0.406
S -2.583 3.194 1.473
S 2.171 -1.042 3.049
S -0.215 -0.769 -2.261
O 0.405 -2.008 -0.029
O 1.047 -1.060 -1.879
O 0.044 -1.036 0.191
O -0.622 -0.212 -0.850
O -0.216 0.078 2.682
O 1.124 0.403 -1.445
O 1.002 1.027 -1.871
O -0.744 0.775 0.436
O 2.733 -0.866 0.944
O 0.302 0.004 -1.665
O 1.549 -1.527 -0.333
O -2.735 -1.729 -1.303
O 2.213 0.101 -1.781
O 1.936 1.503 -0.940
O 0.101 0.381 1.616
O -1.969 -0.563 0.911
O 0.568 3.088 -3.257
O -1.405 1.254 0.517
O 1.223 0.816 -1.584
O 0.925 -2.156 0.410
O 0.465 -0.839 -0.332
O 0.068 -1.234 -0.381
O 0.089 0.546 1.035
O 0.100 0.375 0.758
O -1.033 0.818 -0.034
O 0.519 -0.221 -3.216
O -1.300 2.353 -0.927
O 0.111 -0.158 -0.129
O 1.546 -1.746 -2.360
O -0.682 0.198 0.269
O -3.077 -1.666 -1.463
O -0.680 -0.080 0.615
O -1.775 1.032 1.853
O -1.121 -0.586 0.641
N -0.195 -0.025 -0.557
N 1.568 0.691 -0.365
C 0.110 1.905 -1.175
C 0.051 -1.368 0.145
C 1.408 0.281 -0.400
C -0.621 0.091 -1.775
C -1.042 -0.613 1.679
C -0.340 0.340 1.553
C -1.195 0.088 -0.243
C 0.038 0.317 -0.853
C 0.179 0.096 1.945
C 1.140 2.480 2.154
C 0.529 0.170 -1.034
C 1.557 -2.157 0.801
C -0.158 -0.370 0.004
C -0.453 -0.236 -0.041
C 1.015 0.844 2.226
C -1.250 -0.411 0.058
C -0.248 -1.696 0.301
C -0.435 1.160 0.315
C -0.457 1.254 0.010
C -0.874 -0.030 -0.802
C -0.236 0.871 0.856
C 1.579 -0.483 0.413
C -1.296 -1.477 -0.674
C -0.954 -1.322 -0.199
C 0.559 -0.070 -1.203
C 0.436 -0.767 0.846
C -1.871 -0.465 0.358
C 1.584 -0.104 -0.176
C 1.632 0.186 0.800
C -0.330 1.688 0.363
C -0.019 0.915 0.149
C 1.202 0.569 -0.776
H -0.038 0.151 0.262
H 0.003 0.067 -0.643
H 0.114 -0.097 0.490
H -0.418 -0.052 0.030
H -0.266 0.451 0.175
H -0.265 0.024 -0.038
H -0.025 -0.179 0.061
H 0.421 -0.364 0.624
H -0.092 -0.050 0.365
H 0.000 0.379 0.160
H 0.809 0.387 -0.325
H -0.318 0.887 -0.132
H -0.083 0.428 -0.563
H -0.172 -0.079 0.486
H -0.288 -0.085 -0.024
H -0.144 0.125 0.083
H -0.095 0.162 0.010
H 0.475 -0.318 -0.448
H -0.102 0.081 -0.119
H -0.062 -0.672 -0.463
H 0.296 0.050 0.173
H -0.137 -0.287 -0.359
H -0.561 0.420 -0.555
H -0.036 -0.259 0.773
H 0.159 -0.050 0.284
H 0.240 0.376 -0.373
H -0.025 -0.377 0.774
H 0.257 -0.308 -0.007
H -0.120 0.074 -0.211
H -0.534 -1.339 0.312
H 0.054 -0.064 -0.004
H 0.036 0.221 0.182
H -0.075 0.216 0.117
H 0.276 0.461 0.615
H -0.092 -0.219 0.680
H 0.070 0.156 0.190
H 0.185 0.247 0.479
H -0.418 -0.182 0.184
H 0.014 -0.476 -0.129
H -0.597 -0.373 0.013
H -0.096 -0.155 0.207
H -0.230 0.281 0.041
H -0.428 0.226 0.877
H -0.047 -0.078 0.148
H -0.321 -0.137 0.007
H -0.179 -0.312 -0.246
H -0.425 0.531 0.367
H 0.290 0.458 0.275
H -0.203 0.123 0.362
H -0.125 0.375 0.231
H 0.055 0.126 -0.807
H -0.180 0.358 -0.249
H -0.138 -0.144 -0.127
H -1.102 -0.177 -0.099
H -0.019 0.088 0.047
H -0.096 0.240 0.009
H -1.016 0.669 0.560
H -0.339 -0.600 -0.331
H 0.073 -0.195 0.043
H -0.359 -0.274 -0.320
H 0.161 -0.480 -0.420
H 0.666 0.218 -0.479
H 0.009 0.123 0.153
H -0.197 0.288 -0.067
H -0.306 -1.521 0.251
H -0.316 -0.211 -0.327
H 0.189 -0.127 0.046
H -0.136 0.038 -0.313
H -0.975 0.635 0.340
H 0.910 0.601 0.168
H 0.239 0.111 -0.360
H -0.243 -0.367 -0.137
H -0.166 -0.210 -0.003
H -0.058 -0.334 0.040
H 0.481 0.272 0.237
H 0.396 -0.651 -0.096
H 0.065 0.506 -0.515
H -0.214 -0.081 -0.072
H -0.429 0.779 0.027
H 0.430 0.167 0.240
H -0.628 0.189 -0.526
H -0.201 0.025 0.474
H -0.272 -0.476 -0.086
H 0.033 -0.120 0.170
H -0.142 -0.250 -0.416
H 0.202 -0.357 0.465

Computed properties:
- Kohn-Sham gap (spin up / spin down): 10.2 / 2.9 eV
- <S²>: 0.75
- 2S+1: 2
- Total charge: +1
- LUMO energy (spin up / spin down): -2.3 / -9.5 eV

=====

Largest force on an atom: 0.0347; 0.0880 (hartree/bohr)